{
  "formula": "C28H52Cl12N4",
  "method": "the ωB97M-V functional and the def2-TZVPD basis",
  "smiles": "CCCC#N.CCCC#N.CCCC#N.CCCC#N.ClCCCl.ClCCCl.ClCCCl.ClCCCl.ClCCCl.ClCCCl",
  "orbital_gap_ev": 10.8452,
  "charge": 0,
  "symbols": ["C", "C", "C", "C", "N", "H", "H", "H", "H", "H", "H", "H", "C", "C", "C", "C", "N", "H", "H", "H", "H", "H", "H", "H", "C", "C", "C", "C", "N", "H", "H", "H", "H", "H", "H", "H", "C", "C", "C", "C", "N", "H", "H", "H", "H", "H", "H", "H", "Cl", "C", "C", "Cl", "H", "H", "H", "H", "Cl", "C", "C", "Cl", "H", "H", "H", "H", "Cl", "C", "C", "Cl", "H", "H", "H", "H", "Cl", "C", "C", "Cl", "H", "H", "H", "H", "Cl", "C", "C", "Cl", "H", "H", "H", "H", "Cl", "C", "C", "Cl", "H", "H", "H", "H"],
  "xyz": [[-6.8717, 1.7461, 2.1834], [-6.0940, 0.4216, 2.0195], [-5.3679, 0.2076, 0.7039], [-4.0663, 0.8206, 0.4907], [-3.0604, 1.3644, 0.3056], [-7.5770, 1.8458, 1.3550], [-6.1840, 2.5906, 2.1785], [-7.4683, 1.6218, 3.0845], [-6.8559, -0.3625, 2.1143], [-5.4935, 0.2472, 2.9155], [-6.0138, 0.5316, -0.1233], [-5.2943, -0.8678, 0.5132], [6.2230, -2.7608, -1.9775], [5.1174, -1.8985, -1.3653], [4.1432, -2.6983, -0.4577], [4.7782, -3.3871, 0.6628], [5.3359, -3.9185, 1.4952], [6.7828, -3.1057, -1.1069], [6.8950, -2.1463, -2.5716], [5.8430, -3.6022, -2.5514], [4.4292, -1.3281, -1.9913], [5.6395, -1.1700, -0.7362], [3.6976, -3.4249, -1.1387], [3.3994, -1.9863, -0.0975], [1.5645, -4.0134, 3.6416], [2.2639, -2.6762, 3.7447], [2.8629, -2.3170, 5.0910], [3.6879, -3.4133, 5.6104], [4.2912, -4.2872, 6.0522], [2.2532, -4.8430, 3.8314], [1.0674, -4.2015, 2.6931], [0.8037, -4.0967, 4.4273], [1.5554, -1.9063, 3.4111], [3.0334, -2.5391, 2.9831], [2.1200, -2.1160, 5.8698], [3.4555, -1.4047, 5.0506], [3.0533, -4.0533, -4.0112], [1.9268, -3.9985, -5.0487], [0.5167, -4.0817, -4.4902], [0.1706, -3.0478, -3.5212], [-0.1245, -2.2554, -2.7564], [3.2076, -5.0381, -3.5735], [2.8666, -3.3279, -3.2171], [3.9741, -3.7487, -4.5102], [2.0520, -4.8107, -5.7642], [2.0887, -3.0661, -5.5917], [0.3503, -5.0460, -3.9998], [-0.1817, -4.1193, -5.3272], [-0.0353, 2.7400, -6.2851], [0.5878, 1.7223, -4.9623], [0.6243, 0.2539, -5.3548], [-0.8939, -0.3402, -6.0227], [-0.0402, 1.8934, -4.0928], [1.5911, 2.0451, -4.6937], [0.9368, -0.3932, -4.5321], [1.4471, 0.0990, -6.0593], [1.3825, -0.1948, 0.8948], [0.2745, 0.0624, -0.4819], [-0.0404, 1.5088, -0.6913], [1.3960, 2.3880, -1.2514], [-0.6139, -0.5647, -0.3668], [0.7467, -0.4458, -1.3244], [-0.4059, 1.9795, 0.2193], [-0.8733, 1.6027, -1.3900], [-2.4723, -2.0781, 2.0609], [-2.6202, -1.0832, 3.5170], [-1.8353, 0.2176, 3.4435], [-2.1400, 1.2218, 4.8389], [-2.2741, -1.6496, 4.3749], [-3.6608, -0.7812, 3.5661], [-2.0759, 0.7381, 2.5140], [-0.7525, 0.0987, 3.4088], [-2.8323, 1.4523, -3.6539], [-3.8383, 2.8550, -3.2608], [-3.0417, 4.1522, -3.3704], [-1.4142, 4.0265, -2.7292], [-4.2618, 2.7382, -2.2659], [-4.6814, 2.9057, -3.9472], [-3.5229, 4.9668, -2.8319], [-2.9755, 4.4768, -4.4081], [3.1372, 1.3422, 4.2854], [2.0798, 2.5106, 3.4379], [2.5599, 3.9341, 3.5881], [1.5101, 5.0215, 2.6520], [1.0713, 2.3773, 3.8222], [2.0736, 2.1980, 2.3956], [3.5514, 4.0345, 3.1568], [2.5308, 4.2432, 4.6277], [-3.0758, 4.0522, 3.0222], [-2.0836, 4.8323, 1.7525], [-2.9633, 5.6513, 0.8121], [-4.1633, 4.7236, -0.0702], [-1.4833, 4.0947, 1.2223], [-1.4598, 5.5084, 2.3302], [-2.3208, 6.1759, 0.1080], [-3.4453, 6.3535, 1.4952]]
}


{
  "formula": "C20H28ClF5GdN2O3Te",
  "method": "the ωB97M-V functional and the def2-TZVPD basis",
  "orbital_gap_ev": [3.4345, 4.5389],
  "charge": -1,
  "spin_multiplicity": 8,
  "symbols": ["Gd", "Cl", "N", "N", "C", "C", "C", "C", "C", "C", "H", "H", "H", "H", "H", "H", "C", "C", "C", "C", "H", "H", "H", "H", "H", "H", "O", "H", "H", "O", "H", "H", "C", "C", "C", "H", "H", "C", "C", "H", "C", "C", "C", "C", "H", "C", "H", "H", "H", "H", "H", "H", "H", "H", "F", "Te", "F", "F", "F", "F", "O"],
  "xyz": [[-0.7513, 0.0468, 1.0842], [-3.0914, 0.3663, 1.8259], [0.0579, 2.1956, 0.1278], [-0.2199, -2.2986, 0.4126], [-0.8618, 2.9112, -0.5159], [-0.8532, -3.0468, -0.4714], [1.1069, 3.1499, 0.5918], [0.3681, 4.4856, 0.5222], [2.2778, 3.2257, -0.3676], [1.6228, 2.8169, 1.9816], [1.9331, 3.3989, -1.3963], [2.8883, 2.3216, -0.3237], [2.9059, 4.0720, -0.0556], [0.8132, 2.8737, 2.7082], [2.3876, 3.5471, 2.2712], [2.0576, 1.8098, 2.0025], [0.7125, -3.1868, 1.1765], [0.5815, -4.5253, 0.4474], [0.2293, -3.3052, 2.6114], [2.1583, -2.7096, 1.1129], [2.4892, -2.6796, 0.0661], [2.7848, -3.4340, 1.6522], [2.2917, -1.7243, 1.5755], [-0.8115, -3.6481, 2.6103], [0.2963, -2.3446, 3.1263], [0.8508, -4.0345, 3.1403], [-0.4344, -4.2990, -0.5818], [0.2171, -5.3320, 1.0946], [1.5049, -4.8496, -0.0518], [-0.7396, 4.2209, -0.4056], [0.9596, 5.3128, 0.1078], [-0.0608, 4.7721, 1.4930], [-2.0194, 2.3814, -1.3225], [-1.9771, -2.6227, -1.3705], [-1.6399, -1.3358, -2.0716], [-2.8565, -2.4826, -0.7215], [-2.1956, -3.4464, -2.0580], [-2.0611, -0.1253, -1.5064], [-1.6726, 1.0994, -2.0490], [-2.7276, -0.1434, -0.6217], [-0.9589, 1.1194, -3.2479], [-0.5900, -0.0963, -3.8292], [-0.5765, 2.4150, -3.9010], [-0.9020, -1.3211, -3.2538], [-0.0233, -0.0786, -4.7577], [-0.4406, -2.6035, -3.8910], [-0.0128, -2.3900, -4.8762], [-1.2585, -3.3244, -4.0250], [0.3376, -3.0969, -3.2903], [-1.4267, 3.1078, -3.9740], [-0.2050, 2.2209, -4.9133], [0.2252, 2.9318, -3.3503], [-2.3603, 3.1704, -2.0088], [-2.8267, 2.1975, -0.5928], [1.4245, -1.1826, 5.0424], [0.3694, 0.3259, 4.5756], [-1.1674, -0.8114, 4.5285], [0.0548, 0.6782, 6.4144], [-0.7172, 1.8432, 4.0915], [1.8962, 1.4545, 4.6618], [0.6365, 0.0072, 2.7458]]
}